1.
Formula: C4H4N2O
Source: the Open Molecules 2025 dataset
Level of theory: ωB97M-V/def2-TZVPD

The geometry in XYZ format:
```
11
Properties=species:S:1:pos:R:3:forces:R:3
O -1.431 1.606 -1.268 3.1 3.7 -0.7
C -0.604 0.595 -0.738 -0.9 7.8 -2.7
N -1.370 -0.227 -0.198 -3.1 -3.5 1.0
C -0.753 -1.045 0.549 1.8 -2.5 0.9
C 0.672 -0.944 0.723 -2.8 -6.1 5.1
C 1.326 -0.046 0.121 4.9 5.5 -2.2
N 0.640 0.861 -0.669 3.2 -1.0 0.4
H -0.851 2.565 -1.330 -2.2 -4.4 0.1
H -1.361 -1.877 0.879 0.3 -0.1 0.8
H 1.221 -1.562 1.506 -1.1 0.5 -1.3
H 2.510 0.075 0.424 -3.2 0.1 -1.5
```
Positions in Å, forces in eV/Å.

Computed properties:
HOMO energy   -9.87 eV
Energy relative to the best compared isomer or geometry (same formula, charge and spin)   47.34 kcal per mole
Gap between HOMO and LUMO   10.3368 eV

2.
Formula: C4H4N2O
Source: the Open Molecules 2025 dataset
Level of theory: ωB97M-V/def2-TZVPD

The geometry in XYZ format:
```
11
Properties=species:S:1:pos:R:3:forces:R:3
O -1.239 -1.929 1.056 0.1 0.4 -0.2
C -0.716 -0.965 0.549 0.1 -0.4 0.1
C 0.729 -0.919 0.162 0.8 -1.2 0.3
C 1.329 0.276 -0.443 0.2 -0.2 0.1
N 0.440 1.288 -0.608 0.3 -0.6 0.2
C -0.906 1.236 -0.235 -0.1 -0.5 0.2
N -1.474 0.226 0.298 0.1 0.0 -0.1
H 1.395 -1.583 0.877 -0.6 2.2 0.6
H 1.169 -1.946 -0.202 -1.3 1.2 -1.5
H 0.757 2.167 -1.023 0.0 -0.6 0.2
H -1.486 2.148 -0.429 0.2 -0.3 0.1
```
Positions in Å, forces in eV/Å.

Computed properties:
HOMO energy   -8.75 eV
Energy relative to the best compared isomer or geometry (same formula, charge and spin)   81.57 kcal per mole
Gap between HOMO and LUMO   8.3940 eV

3.
Formula: C4H4N2O
Source: the Open Molecules 2025 dataset
Level of theory: ωB97M-V/def2-TZVPD

The geometry in XYZ format:
```
11
Properties=species:S:1:pos:R:3:forces:R:3
C 0.922 0.695 0.345 -2.2 5.0 -0.3
C 1.651 -1.262 0.648 -0.1 -0.8 1.2
C -0.156 0.055 -0.012 3.1 -4.6 -0.1
C -1.425 0.222 -0.587 -1.2 -0.9 0.5
N 0.589 -1.685 0.152 -2.5 3.9 -0.5
N -1.911 1.284 -0.999 -1.0 2.9 -2.0
O 1.918 0.061 0.866 1.8 -0.7 0.0
H 0.929 1.826 0.320 0.4 -1.5 0.2
H 2.328 -1.857 1.198 1.0 -0.8 0.0
H -1.985 -0.654 -0.458 -1.0 -1.7 -0.4
H -2.862 1.316 -1.475 1.5 -0.8 1.3
```
Positions in Å, forces in eV/Å.

Computed properties:
HOMO energy   -9.79 eV
Energy relative to the best compared isomer or geometry (same formula, charge and spin)   82.17 kcal per mole
Gap between HOMO and LUMO   10.3880 eV

4.
Formula: C4H4N2O
Source: the Open Molecules 2025 dataset
Level of theory: ωB97M-V/def2-TZVPD

The geometry in XYZ format:
```
11
Properties=species:S:1:pos:R:3:forces:R:3
O 2.279 -1.407 0.144 -0.1 0.2 0.0
C 1.233 -0.830 -0.062 0.4 -0.2 -0.1
C 1.110 0.641 -0.075 -0.1 -0.1 0.0
C -0.108 1.181 0.068 0.2 -0.1 0.1
N -1.225 0.362 0.093 0.2 -0.1 0.1
C -1.065 -0.973 -0.193 0.1 -0.1 0.1
N 0.055 -1.573 -0.323 -0.1 0.3 -0.1
H 2.012 1.243 -0.110 -0.2 -0.1 -0.1
H -0.292 2.247 0.131 0.0 -0.1 0.1
H -2.002 0.606 0.682 -0.3 0.3 -0.4
H -1.992 -1.520 -0.352 0.0 0.0 0.2
```
Positions in Å, forces in eV/Å.

Computed properties:
HOMO energy   -9.44 eV
Energy relative to the best compared isomer or geometry (same formula, charge and spin)   8.36 kcal per mole
Gap between HOMO and LUMO   9.8764 eV

5.
Formula: C4H4N2O
Source: the Open Molecules 2025 dataset
Level of theory: ωB97M-V/def2-TZVPD

The geometry in XYZ format:
```
11
Properties=species:S:1:pos:R:3:forces:R:3
N -2.511 0.491 -0.562 -1.7 0.4 1.5
C -1.370 0.536 -0.915 0.0 -1.0 -0.6
N -0.299 0.286 -1.409 1.7 1.2 -0.6
C 0.575 -0.534 -0.690 -0.7 -2.2 1.7
C 1.455 0.024 0.401 1.0 0.5 1.3
C 0.287 -0.560 1.026 0.4 1.9 -2.4
O -0.446 -0.223 1.912 -0.4 -1.1 -0.2
H -2.625 0.797 0.407 -0.5 0.3 -0.4
H 0.999 -1.353 -1.259 -0.1 0.0 0.0
H 1.595 1.106 0.468 0.1 -0.2 0.1
H 2.340 -0.569 0.620 0.3 0.1 -0.5
```
Positions in Å, forces in eV/Å.

Computed properties:
HOMO energy   -8.44 eV
Energy relative to the best compared isomer or geometry (same formula, charge and spin)   93.33 kcal per mole
Gap between HOMO and LUMO   8.6162 eV

6.
Formula: C4H4N2O
Source: the Open Molecules 2025 dataset
Level of theory: ωB97M-V/def2-TZVPD

The geometry in XYZ format:
```
11
Properties=species:S:1:pos:R:3:forces:R:3
O 0.596 -1.256 1.008 0.0 0.0 0.1
C 0.976 -0.730 -0.401 0.0 0.0 -0.6
C 1.154 0.743 -0.246 -0.2 0.1 0.0
C -0.028 1.226 0.158 0.2 0.0 0.0
N -1.048 0.268 0.386 0.2 -0.1 -0.2
C -0.552 -1.055 0.332 -0.6 0.0 0.4
N 0.385 -1.394 -1.281 0.4 0.2 0.2
H 2.030 1.326 -0.496 -0.1 -0.1 0.1
H -0.272 2.268 0.326 0.1 -0.1 0.0
H -1.913 0.426 -0.117 0.1 0.0 0.2
H -1.328 -1.821 0.330 0.2 0.1 -0.1
```
Positions in Å, forces in eV/Å.

Computed properties:
HOMO energy   -8.57 eV
Energy relative to the best compared isomer or geometry (same formula, charge and spin)   113.18 kcal per mole
Gap between HOMO and LUMO   9.3693 eV

7.
Formula: C4H4N2O
Source: the Open Molecules 2025 dataset
Level of theory: ωB97M-V/def2-TZVPD

The geometry in XYZ format:
```
11
Properties=species:S:1:pos:R:3:forces:R:3
H -2.387 1.622 1.292 1.3 0.1 2.1
N -2.529 1.348 0.378 -1.4 -0.7 -3.3
C -1.767 0.712 -0.389 1.4 -0.6 -0.6
N -0.410 0.335 -0.181 1.4 -0.3 -0.3
C 0.228 -0.756 -0.006 -2.9 -2.0 1.3
C 1.683 -1.050 0.013 -0.4 -0.3 -0.6
C 2.482 -0.014 -0.017 -0.7 1.8 0.8
O 2.921 1.038 0.130 0.8 -0.1 -0.4
H -1.992 0.513 -1.518 -0.2 0.4 2.1
H -0.394 -1.733 0.345 1.3 1.9 -1.1
H 2.166 -2.016 -0.047 -0.7 -0.2 0.1
```
Positions in Å, forces in eV/Å.

Computed properties:
HOMO energy   -9.22 eV
Energy relative to the best compared isomer or geometry (same formula, charge and spin)   66.50 kcal per mole
Gap between HOMO and LUMO   9.5166 eV

8.
Formula: C4H4N2O
Source: the Open Molecules 2025 dataset
Level of theory: ωB97M-V/def2-TZVPD

The geometry in XYZ format:
```
11
Properties=species:S:1:pos:R:3:forces:R:3
O -0.147 2.297 1.499 -1.2 -0.3 -0.2
C 0.204 1.613 0.577 0.6 0.4 0.1
C -0.375 0.551 -0.276 0.1 0.1 0.2
C 0.428 -0.042 -1.248 -0.1 0.0 0.0
N 0.480 -1.383 -1.084 -0.4 -0.1 0.1
C -0.255 -1.614 -0.011 -0.6 -0.6 -0.1
N -0.840 -0.505 0.477 0.2 -0.3 0.0
H 1.248 1.476 0.391 1.5 1.0 -0.2
H 1.020 0.442 -2.026 -0.2 0.0 0.4
H -0.448 -2.578 0.425 0.0 -0.2 0.0
H -1.341 -0.407 1.350 0.1 -0.1 -0.2
```
Positions in Å, forces in eV/Å.

Computed properties:
HOMO energy   -9.17 eV
Energy relative to the best compared isomer or geometry (same formula, charge and spin)   36.43 kcal per mole
Gap between HOMO and LUMO   9.5769 eV

9.
Formula: C4H4N2O
Source: the Open Molecules 2025 dataset
Level of theory: ωB97M-V/def2-TZVPD

The geometry in XYZ format:
```
11
Properties=species:S:1:pos:R:3:forces:R:3
O -2.284 -1.042 0.956 0.1 0.3 0.1
C -1.268 -0.501 0.579 -0.3 -0.1 0.5
C -0.258 -1.214 -0.205 -0.1 0.0 0.5
C 0.818 -0.575 -0.672 -1.1 0.1 -0.4
N 1.127 0.684 -0.161 -0.4 0.1 -0.3
C 0.117 1.357 0.475 0.0 -0.1 0.1
N -1.047 0.890 0.746 0.2 -0.1 0.3
H -0.457 -2.217 -0.564 -0.4 0.3 -0.2
H 0.843 -0.861 -1.722 2.2 0.0 -0.1
H 2.059 1.078 -0.134 -0.3 -0.2 -0.5
H 0.350 2.400 0.703 0.0 -0.2 0.1
```
Positions in Å, forces in eV/Å.

Computed properties:
HOMO energy   -9.43 eV
Energy relative to the best compared isomer or geometry (same formula, charge and spin)   30.68 kcal per mole
Gap between HOMO and LUMO   9.6604 eV

10.
Formula: C4H4N2O
Source: the Open Molecules 2025 dataset
Level of theory: ωB97M-V/def2-TZVPD

The geometry in XYZ format:
```
11
Properties=species:S:1:pos:R:3:forces:R:3
C 1.517 -0.891 0.065 -0.3 -0.4 0.2
C -1.024 1.172 0.015 0.9 -0.2 0.0
C 0.179 -0.832 0.097 -4.5 -0.3 -0.2
C 0.173 0.600 0.039 -0.4 -0.5 0.1
N 1.612 0.553 -0.055 0.7 1.0 -0.3
N -1.707 -1.103 0.006 4.2 0.0 0.7
O -2.058 0.269 0.023 -0.6 0.0 -0.2
H 2.307 -1.610 0.105 0.2 -0.1 -0.1
H -1.354 2.194 0.036 -0.1 0.1 -0.1
H 2.152 1.070 0.631 -0.1 -0.1 0.1
H -1.799 -1.421 -0.962 0.1 0.4 -0.2
```
Positions in Å, forces in eV/Å.

Computed properties:
HOMO energy   -8.29 eV
Energy relative to the best compared isomer or geometry (same formula, charge and spin)   168.14 kcal per mole
Gap between HOMO and LUMO   9.0319 eV

Q: What is the formula in the seventh record?
A: C4H4N2O

Q: Among the records above, which one has the highest energy relative to the best compared isomer or geometry (same formula, charge and spin)?
A: number 10

Q: gap between HOMO and LUMO of number 6 (C4H4N2O)?
A: 9.3693 eV

Please write out number 10 again, unchanged.
Formula: C4H4N2O
Source: the Open Molecules 2025 dataset
Level of theory: ωB97M-V/def2-TZVPD

The geometry in XYZ format:
```
11
Properties=species:S:1:pos:R:3:forces:R:3
C 1.517 -0.891 0.065 -0.3 -0.4 0.2
C -1.024 1.172 0.015 0.9 -0.2 0.0
C 0.179 -0.832 0.097 -4.5 -0.3 -0.2
C 0.173 0.600 0.039 -0.4 -0.5 0.1
N 1.612 0.553 -0.055 0.7 1.0 -0.3
N -1.707 -1.103 0.006 4.2 0.0 0.7
O -2.058 0.269 0.023 -0.6 0.0 -0.2
H 2.307 -1.610 0.105 0.2 -0.1 -0.1
H -1.354 2.194 0.036 -0.1 0.1 -0.1
H 2.152 1.070 0.631 -0.1 -0.1 0.1
H -1.799 -1.421 -0.962 0.1 0.4 -0.2
```
Positions in Å, forces in eV/Å.

Computed properties:
HOMO energy   -8.29 eV
Energy relative to the best compared isomer or geometry (same formula, charge and spin)   168.14 kcal per mole
Gap between HOMO and LUMO   9.0319 eV